(1)
ORCA calculation (ωB97M-V/def2-TZVPD) on 2 unconnected molecules or ions with the total composition CH3NO2P.

Computed properties:
- LUMO level: 4.4733 eV
- Strongest force on any atom: 0.0741 Eh/bohr
- Kohn-Sham gap: 6.818 eV
- Energy relative to the best compared isomer or geometry (same formula, charge and spin): 1.648 eV

ORCA input file:
```
! RIJCOSX wB97M-V def2-TZVPD def2/J DEFGRID3
* xyz -1 1
C -2.33025 0.67328 0.53763
N 0.91887 0.55740 0.43168
O -1.94485 1.05142 -0.46456
O -0.69062 -1.49989 0.29430
P -0.06067 -0.53504 -0.67040
H 1.35612 -0.29906 0.96020
H 1.47855 1.31828 -0.02856
H 1.27285 -1.26640 -1.06030
*
```

What are the Löwdin partial charges on each atom? They are as follows, in elementary charge units:
1 C -0.065
2 N -0.320
3 O -0.169
4 O -0.667
5 P 0.350
6 H 0.013
7 H -0.015
8 H -0.126

(2)
ORCA calculation (ωB97M-V/def2-TZVPD) on a molecular structure, C24H26AuN4S2Si.

Computed properties:
- LUMO level (spin up / spin down): -2.6684 / -4.9672 eV
- Strongest force on any atom: 0.0585 Eh/bohr
- Kohn-Sham gap (spin up / spin down): 5.404 / 6.012 eV
- Energy relative to the best compared isomer or geometry (same formula, charge and spin): 0.000 eV

ORCA input file:
```
! RIJCOSX wB97M-V def2-TZVPD def2/J DEFGRID3
* xyz 1 3
C 0.57425 2.20762 2.11748
C -0.46608 2.13693 1.07385
C -1.64445 2.74604 1.61562
H -0.25700 2.00178 0.02466
C -1.37557 3.13360 2.94633
C -0.03767 2.82480 3.26637
H 0.46912 3.08271 4.19017
H 1.63094 2.12119 1.91692
H -2.54123 2.98676 1.05374
H -2.06826 3.68053 3.58783
Au -0.21360 0.17335 2.07361
C -0.43537 -1.59074 -0.37480
H -0.98472 -1.18757 0.45275
H 0.49524 -2.13905 -0.11575
H -1.14747 -2.26130 -0.84158
Si -0.18123 -0.76147 -2.83833
C 1.64571 -0.56360 -2.60331
C 2.10000 0.71449 -2.23307
H 1.38456 1.55129 -2.21002
C 3.43300 0.87449 -1.83358
H 3.76995 1.85912 -1.49469
C 4.32399 -0.20024 -1.84003
H 5.37695 -0.05699 -1.55568
C 3.85578 -1.46803 -2.19195
H 4.52625 -2.33568 -2.13789
C 2.53266 -1.65845 -2.61050
H 2.16751 -2.64757 -2.91429
C -1.12933 0.84360 -2.75435
C -0.79915 1.83129 -3.70605
H 0.05365 1.66892 -4.37670
C -1.51491 3.02616 -3.80846
H -1.22660 3.76510 -4.56018
C -2.58364 3.27645 -2.94585
H -3.17594 4.18154 -3.05417
C -2.90284 2.34953 -1.94920
H -3.70041 2.58670 -1.22414
C -2.21288 1.13583 -1.87331
H -2.49056 0.40695 -1.09758
H -0.22632 -0.60945 -0.95693
H -0.43628 -1.50200 -4.06718
N -3.58096 -0.50264 1.75345
C -2.85000 -1.55016 2.18414
N -1.54659 -1.51145 2.46355
C -0.98557 -2.78045 2.63451
C -1.89647 -3.80295 2.48756
S -3.47432 -3.16426 2.18253
C 0.43611 -2.83394 2.62752
C 1.31283 -3.90943 2.62939
S 2.94511 -3.36270 2.43636
C 2.36392 -1.74226 2.16423
N 1.05045 -1.63219 2.34151
N 3.15192 -0.72842 1.78912
H -4.56521 -0.67382 1.64419
H -3.26290 0.45294 1.89081
H -1.60607 -4.83807 2.47706
H 0.99328 -4.93704 2.72766
H 4.15444 -0.87940 1.76903
H 2.77196 0.21158 1.64765
*
```

What are the Löwdin partial charges on each atom? They are as follows, in elementary charge units:
1 C -0.249
2 C -0.231
3 C -0.089
4 H 0.086
5 C -0.102
6 C -0.071
7 H 0.113
8 H 0.083
9 H 0.103
10 H 0.109
11 Au 1.022
12 C -0.083
13 H -0.045
14 H 0.066
15 H 0.041
16 Si 0.736
17 C -0.347
18 C -0.111
19 H 0.089
20 C -0.100
21 H 0.103
22 C -0.105
23 H 0.108
24 C -0.094
25 H 0.107
26 C -0.101
27 H 0.108
28 C -0.330
29 C -0.115
30 H 0.110
31 C -0.072
32 H 0.111
33 C -0.078
34 H 0.107
35 C -0.104
36 H 0.103
37 C -0.115
38 H 0.088
39 H -0.020
40 H -0.050
41 N 0.126
42 C -0.672
43 N -0.084
44 C -0.334
45 C -0.308
46 S 1.094
47 C -0.348
48 C -0.317
49 S 1.084
50 C -0.663
51 N -0.060
52 N 0.129
53 H 0.105
54 H 0.092
55 H 0.085
56 H 0.082
57 H 0.115
58 H 0.092

(3)
ORCA calculation (ωB97M-V/def2-TZVPD) on a single C2H6O2S3 molecule.

Computed properties:
- LUMO level: 0.4191 eV
- Strongest force on any atom: 0.0431 Eh/bohr
- Kohn-Sham gap: 9.804 eV
- Energy relative to the best compared isomer or geometry (same formula, charge and spin): 0.362 eV

ORCA input file:
```
! RIJCOSX wB97M-V def2-TZVPD def2/J DEFGRID3
* xyz 0 1
C 0.14979 0.68357 0.55282
C 0.22727 -0.80698 -0.08059
O -1.08086 0.90310 1.09335
O 1.38498 -1.04037 -0.79209
S 0.89758 1.84229 -0.69896
S -1.24785 -0.95924 -1.30094
S 0.05360 -1.91688 1.38558
H 0.86092 0.84744 1.35771
H -1.83586 0.61569 0.48746
H 2.00924 -0.37439 -0.43998
H 0.09615 2.93113 -0.67242
H -1.01019 0.36855 -1.64203
H -0.50478 -3.09390 0.75008
*
```

What are the Löwdin partial charges on each atom? They are as follows, in elementary charge units:
1 C -0.790
2 C -1.130
3 O -0.112
4 O -0.142
5 S 0.765
6 S 0.726
7 S 0.731
8 H 0.092
9 H 0.091
10 H 0.075
11 H -0.118
12 H -0.124
13 H -0.065

(4)
ORCA calculation (ωB97M-V/def2-TZVPD) on a gas-phase ion, C2H7N2 (charge +1).

Computed properties:
- LUMO level: -9.0384 eV
- Strongest force on any atom: 0.0914 Eh/bohr
- Kohn-Sham gap: 6.658 eV
- Energy relative to the best compared isomer or geometry (same formula, charge and spin): 5.973 eV

ORCA input file:
```
! RIJCOSX wB97M-V def2-TZVPD def2/J DEFGRID3
* xyz 1 1
C -0.15657 -0.82282 -1.51411
N -0.56342 1.05052 1.43207
C 0.53763 0.15335 0.68416
N 0.49451 0.27522 -0.70456
H 0.59042 -1.41274 -2.12386
H -0.77765 -1.55343 -0.91566
H -0.90832 -0.37949 -2.23743
H -0.92113 1.81573 0.90797
H -0.23082 1.26270 2.30939
H 1.55049 0.49766 0.98180
H 0.38486 -0.88670 1.18023
*
```

What are the Löwdin partial charges on each atom? They are as follows, in elementary charge units:
1 C -0.017
2 N 0.183
3 C -0.217
4 N 0.190
5 H 0.144
6 H 0.110
7 H 0.136
8 H 0.085
9 H 0.057
10 H 0.173
11 H 0.157

> Among the records above, which one has the highest strongest force on any atom?

C2H7N2

> Which of these has the highest strongest force on any atom?

C2H7N2

> Which value of energy relative to the best compared isomer or geometry (same formula, charge and spin) does entry 2 give?

0.000 eV

> Among the records above, which one has the highest energy relative to the best compared isomer or geometry (same formula, charge and spin)?

C2H7N2